Arrangement 1

DFT (ωB97M-V/def2-TZVPD) results for a structure of composition H3PS.

M = 66.1 Da

```
! wB97M-V def2-TZVPD RIJCOSX def2/J DEFGRID3
* xyz 0 1
P -1.12851 -0.82703 -0.83807
S -2.10814 0.44723 0.24092
H 1.95386 0.36170 1.24343
H -0.14757 0.01725 -1.43051
H 1.43036 0.00085 0.78423
*
```


Arrangement 2

DFT (ωB97M-V/def2-TZVPD) results for a cluster of 2 separate species, H3PS in total.

M = 66.1 Da

```
! wB97M-V def2-TZVPD RIJCOSX def2/J DEFGRID3
* xyz 0 1
P -1.67722 -0.33021 -0.02706
S 2.28327 -0.50390 0.28423
H -0.29922 -0.16457 -0.21944
H -2.10845 0.52279 -0.99841
H 1.80162 0.47589 0.96068
*
```


Most stable pick: arrangement 1. Distance to second place: 39.7 kcal/mol.


Arrangement 1

DFT (ωB97M-V/def2-TZVPD) results for an isolated molecule of C3H5NOS2.

SMILES = CC(=S)N(O)C=S
M = 135.2 Da

```
! wB97M-V def2-TZVPD RIJCOSX def2/J DEFGRID3
* xyz 0 1
C -0.10624 -1.61754 0.00004
C -0.77708 -0.24221 0.00473
S -2.44972 -0.09086 -0.01225
N -0.01713 0.89600 0.01927
O -0.66330 2.06849 0.01151
C 1.38066 1.03590 -0.04053
S 2.54525 -0.10237 0.00064
H -0.93192 -2.33618 0.04045
H 0.51698 -1.75517 0.88961
H 0.46350 -1.82576 -0.88608
H -1.62849 1.89468 0.01481
H 1.66750 2.07503 -0.04219
*
```


Arrangement 2

DFT (ωB97M-V/def2-TZVPD) results for an isolated molecule of C3H5NOS2.

SMILES = O/N=C(\C=S)CS
M = 135.2 Da

```
! wB97M-V def2-TZVPD RIJCOSX def2/J DEFGRID3
* xyz 0 1
O -0.76500 2.05529 -0.80240
N 0.11384 1.13057 -0.00568
C -0.20425 -0.09564 0.04466
C -1.78032 -0.32679 0.01950
S -2.19187 -2.00158 -0.49478
C 0.93756 -0.83521 0.68847
S 2.09328 -1.40664 -0.69090
H -0.31254 2.81776 -0.82943
H -2.67000 0.60037 0.30880
H 1.49857 -0.00083 1.28901
H 0.89097 -1.79729 1.35072
H 2.38975 -0.14000 -0.87796
*
```


Most stable pick: arrangement 1. Distance to second place: 79.5 kcal/mol.


Arrangement 1

DFT (ωB97M-V/def2-TZVPD) results for an isolated molecule of C3H5NOS2.

SMILES = O/N=C/[C@H](S)C=S
M = 135.2 Da

```
! wB97M-V def2-TZVPD RIJCOSX def2/J DEFGRID3
* xyz 0 1
O -2.76571 -0.67386 -0.13190
N -1.41457 -0.62714 -0.35956
C -0.87162 0.26692 0.37675
C 0.61278 0.37453 0.43017
S 1.01830 1.97743 -0.30976
C 1.29497 -0.73915 -0.26607
S 2.83169 -1.14968 -0.06943
H -3.07201 -1.36521 -0.74211
H -1.44112 1.08462 0.81293
H 0.85673 0.39063 1.52432
H 2.35118 1.71202 -0.29985
H 0.59938 -1.25110 -0.96548
*
```


Arrangement 2

DFT (ωB97M-V/def2-TZVPD) results for an isolated molecule of C3H5NOS2.

SMILES = CSSCN=C=O
M = 135.2 Da

```
! wB97M-V def2-TZVPD RIJCOSX def2/J DEFGRID3
* xyz 0 1
C -0.89942 -0.40030 -1.35331
S -0.26793 -1.41103 0.13476
S 1.73971 -1.43993 0.11199
C 2.50392 -0.27846 1.36076
N 3.73128 0.20602 0.86890
C 4.33163 0.38811 -0.14220
O 5.11505 0.57094 -0.97429
H -0.61988 0.62359 -1.10487
H -1.97648 -0.61167 -1.56755
H -0.17183 -0.59593 -2.09047
H 2.75237 -0.87328 2.19880
H 1.86938 0.54773 1.38255
*
```


Most stable pick: arrangement 2. Distance to second place: 46.4 kcal/mol.